Entry 1:
{"formula": "C17H31BF9NO7S", "method": "ωB97M-V/def2-TZVPD", "e_homo_ev": -9.87, "e_above_lowest_kcal_mol": 264.70, "species": ["C", "C", "O", "B", "O", "N", "C", "C", "C", "C", "C", "O", "C", "C", "O", "C", "O", "O", "C", "C", "C", "F", "F", "C", "F", "F", "S", "F", "F", "F", "F", "F", "H", "H", "H", "H", "H", "H", "H", "H", "H", "H", "H", "H", "H", "H", "H", "H", "H", "H", "H", "H", "H", "H", "H", "C", "C", "C", "O", "H", "H", "H", "H", "H", "H", "H", "H"], "xyz": [[2.08, -0.80, 3.17], [0.46, -1.01, 3.49], [0.08, 0.06, 4.46], [-0.75, 1.09, 3.75], [-2.02, 1.49, 4.39], [-0.17, 1.65, 2.46], [0.56, 2.96, 2.66], [1.94, 2.99, 1.74], [1.69, 3.37, 0.17], [2.71, 2.64, -0.89], [2.78, 1.01, -0.77], [1.49, 0.35, -1.05], [1.63, -0.71, -2.07], [1.74, -2.33, -1.72], [1.62, -0.33, -3.38], [-1.18, 1.69, 1.34], [-1.14, 0.65, 0.47], [-2.08, 2.85, 1.20], [-3.30, 2.52, 0.44], [-4.29, 1.71, 1.46], [-5.05, 0.40, 0.74], [-3.94, -0.34, 0.04], [-6.05, 0.98, -0.19], [-5.67, -0.48, 1.98], [-6.12, 0.43, 3.09], [-4.51, -1.24, 2.57], [-6.95, -1.76, 1.51], [-7.53, -1.66, 3.16], [-8.15, -0.61, 1.11], [-6.39, -1.93, -0.10], [-5.86, -3.02, 2.01], [-8.11, -2.99, 1.18], [2.57, -0.04, 3.94], [2.25, -0.34, 2.09], [2.67, -1.82, 3.32], [0.38, -2.06, 4.03], [-0.21, -0.99, 2.53], [-2.65, 0.70, 4.20], [-0.10, 3.92, 2.52], [0.93, 2.97, 3.79], [2.60, 2.01, 1.88], [2.61, 3.87, 2.20], [1.88, 4.54, 0.07], [0.60, 3.18, -0.22], [2.35, 2.93, -1.99], [3.78, 3.14, -0.73], [3.56, 0.63, -1.58], [3.19, 0.62, 0.28], [2.25, -2.51, -0.67], [2.45, -2.83, -2.52], [0.70, -2.88, -1.75], [-3.11, 2.00, -0.60], [-3.81, 3.56, 0.18], [-5.19, 2.46, 1.71], [-3.81, 1.43, 2.48], [4.28, -2.07, -6.33], [4.34, -2.53, -4.88], [5.46, -3.53, -4.66], [3.09, -3.13, -4.53], [4.09, -2.91, -7.00], [3.46, -1.36, -6.47], [5.22, -1.59, -6.63], [4.48, -1.67, -4.22], [5.31, -4.43, -5.28], [5.48, -3.86, -3.62], [6.43, -3.10, -4.91], [2.95, -3.90, -5.10]]}


Entry 2:
{"formula": "C17H31BrClFN2O10PS", "method": "ωB97M-V/def2-TZVPD", "e_homo_ev": -12.12, "charge": 1, "species": ["C", "C", "C", "C", "C", "C", "C", "O", "C", "Cl", "C", "N", "C", "P", "O", "Br", "S", "O", "O", "F", "C", "N", "H", "H", "H", "H", "H", "H", "H", "H", "H", "H", "H", "H", "H", "H", "H", "H", "H", "H", "H", "H", "H", "H", "H", "C", "C", "O", "C", "O", "O", "H", "H", "H", "H", "C", "C", "O", "C", "O", "O", "H", "H", "H", "H"], "xyz": [[-1.25, -0.42, 0.90], [-1.71, 1.00, 0.52], [-2.97, 0.97, -0.40], [-0.59, 1.93, 0.01], [0.29, 1.44, -1.15], [-0.46, 0.93, -2.40], [1.34, 0.39, -0.74], [2.44, 0.46, -1.69], [3.70, 0.44, -1.14], [3.99, 1.84, -0.02], [3.92, -0.88, -0.40], [5.36, -1.28, -0.51], [5.66, -1.64, -1.91], [4.96, -3.38, -2.42], [6.37, -4.12, -2.84], [4.38, -4.33, -0.46], [7.48, -1.63, -1.98], [7.95, -0.29, -1.68], [7.90, -2.66, -1.06], [7.84, -1.96, -3.46], [5.03, -0.64, -2.90], [4.65, 0.62, -2.24], [-0.38, -0.33, 1.57], [-2.04, -0.86, 1.51], [-1.00, -1.04, 0.04], [-2.06, 1.45, 1.45], [-2.97, 1.89, -0.98], [-2.83, 0.14, -1.10], [-3.87, 0.83, 0.19], [-1.06, 2.85, -0.31], [0.05, 2.19, 0.86], [0.88, 2.30, -1.49], [0.17, 1.11, -3.28], [-1.37, 1.52, -2.53], [-0.71, -0.13, -2.36], [0.88, -0.60, -0.85], [1.66, 0.48, 0.30], [3.67, -0.76, 0.65], [3.27, -1.64, -0.83], [5.91, -0.45, -0.24], [5.63, -2.03, 0.13], [6.19, -5.08, -2.79], [5.80, -0.40, -3.63], [4.22, -1.10, -3.47], [4.09, 1.12, -2.93], [-5.76, -3.13, 3.51], [-4.86, -3.75, 2.47], [-4.59, -2.65, 1.60], [-4.77, -1.50, 2.30], [-4.47, -0.42, 1.91], [-5.34, -1.76, 3.50], [-5.64, -3.56, 4.50], [-6.82, -3.17, 3.23], [-3.92, -4.10, 2.89], [-5.33, -4.56, 1.92], [-5.11, 3.37, 2.72], [-5.72, 4.57, 2.03], [-4.59, 5.16, 1.39], [-3.66, 4.20, 1.21], [-2.67, 4.32, 0.56], [-3.99, 3.07, 1.88], [-5.78, 2.51, 2.78], [-4.74, 3.60, 3.72], [-6.45, 4.28, 1.27], [-6.18, 5.27, 2.72]]}


Entry 3:
{"formula": "C17H31Cl3EuO2P2", "method": "ωB97M-V/def2-TZVPD", "e_homo_ev": [-4.31, -6.01], "s2": 15.77, "multiplicity": 8, "e_above_lowest_kcal_mol": 6.00, "species": ["P", "P", "C", "C", "H", "H", "H", "H", "C", "H", "H", "H", "C", "H", "H", "H", "C", "H", "H", "H", "C", "H", "H", "H", "Eu", "C", "C", "C", "C", "C", "C", "C", "C", "C", "H", "H", "H", "H", "H", "H", "H", "H", "H", "H", "H", "H", "H", "H", "H", "Cl", "C", "Cl", "Cl", "C", "O", "O"], "xyz": [[-2.56, -0.09, 0.43], [1.71, -2.72, 0.41], [-0.82, -0.51, -0.12], [-0.16, -1.87, 0.21], [-0.18, 0.39, -0.03], [-0.89, -0.56, -1.22], [-0.58, -2.22, 1.16], [-0.38, -2.54, -0.65], [2.94, -1.49, 1.02], [2.95, -1.44, 2.11], [2.71, -0.48, 0.70], [3.90, -1.84, 0.65], [2.27, -2.84, -1.32], [3.04, -2.11, -1.53], [1.44, -2.72, -2.02], [2.68, -3.83, -1.41], [-2.93, 1.66, 0.29], [-3.79, 1.93, 0.91], [-3.14, 1.96, -0.74], [-2.09, 2.28, 0.64], [-3.59, -1.12, -0.56], [-3.00, -1.97, -0.91], [-3.95, -0.56, -1.43], [-4.43, -1.46, 0.03], [0.92, 1.52, 1.39], [1.70, 0.60, -1.34], [2.11, 1.70, -0.64], [1.80, 3.12, -1.11], [0.57, 3.27, -2.04], [-0.60, 2.50, -1.59], [-1.00, 1.36, -2.16], [-0.12, 0.56, -3.14], [1.37, 0.59, -2.81], [-2.78, -0.33, 2.16], [1.85, -0.42, -0.99], [2.91, 1.66, 0.13], [2.69, 3.41, -1.68], [1.71, 3.83, -0.27], [0.27, 4.31, -1.97], [0.92, 3.09, -3.07], [-1.25, 3.05, -0.92], [-2.03, 0.95, -2.14], [-0.26, 0.93, -4.18], [-0.51, -0.50, -3.13], [1.82, -0.33, -3.21], [1.84, 1.36, -3.42], [-2.20, -1.20, 2.47], [-3.83, -0.46, 2.44], [-2.44, 0.56, 2.70], [-0.16, -2.50, 6.32], [-0.08, -1.74, 4.76], [-0.70, -2.93, 3.51], [-0.97, -0.17, 4.77], [1.43, -1.27, 4.32], [2.30, -1.95, 4.84], [1.55, -0.41, 3.34]]}


Entry 4:
{"formula": "C17H31Cl3HgO2P2", "method": "ωB97M-V/def2-TZVPD", "e_homo_ev": -8.38, "e_above_lowest_kcal_mol": 0.00, "species": ["P", "P", "C", "C", "H", "H", "H", "H", "C", "H", "H", "H", "C", "H", "H", "H", "C", "H", "H", "H", "C", "H", "H", "H", "Hg", "C", "C", "C", "C", "C", "C", "C", "C", "C", "H", "H", "H", "H", "H", "H", "H", "H", "H", "H", "H", "H", "H", "H", "H", "Cl", "C", "Cl", "Cl", "C", "O", "O"], "xyz": [[0.28, -1.65, -2.94], [0.16, 1.47, -2.84], [-0.11, -0.75, -4.58], [0.43, 0.69, -4.55], [-1.21, -0.78, -4.74], [0.41, -1.31, -5.39], [1.52, 0.73, -4.79], [-0.14, 1.29, -5.29], [-1.43, 2.29, -3.32], [-1.67, 3.03, -2.54], [-2.23, 1.55, -3.40], [-1.28, 2.79, -4.29], [1.27, 2.89, -3.20], [0.98, 3.34, -4.16], [2.31, 2.54, -3.25], [1.15, 3.62, -2.39], [-0.84, -3.05, -3.32], [-0.66, -3.83, -2.57], [-0.62, -3.43, -4.33], [-1.88, -2.71, -3.26], [1.84, -2.42, -3.59], [2.63, -1.66, -3.67], [1.62, -2.85, -4.58], [2.13, -3.21, -2.89], [0.56, -0.22, 3.92], [0.72, 1.32, 1.69], [-0.62, 1.33, 1.52], [-1.36, 0.47, 0.57], [-1.76, -1.04, 0.91], [-0.74, -2.04, 1.33], [0.58, -1.94, 1.16], [1.29, -0.91, 0.33], [1.70, 0.53, 0.87], [0.26, -1.95, 5.09], [1.19, 2.01, 2.41], [-1.24, 1.87, 2.28], [-0.87, 0.45, -0.42], [-2.35, 0.96, 0.44], [-2.54, -1.03, 1.69], [-2.25, -1.39, -0.03], [-1.11, -2.74, 2.11], [1.26, -2.51, 1.84], [0.74, -0.74, -0.62], [2.27, -1.35, 0.07], [2.61, 0.46, 1.47], [2.00, 1.08, -0.04], [0.99, -1.72, 5.86], [0.50, -2.84, 4.52], [-0.76, -1.95, 5.49], [-1.25, 1.58, 8.37], [-0.88, 2.54, 6.93], [-2.16, 3.68, 6.56], [0.64, 3.43, 7.18], [-0.77, 1.59, 5.73], [-1.75, 0.91, 5.36], [0.46, 1.58, 5.30]]}